Entry 1:
ORCA calculation (wB97M-V/def2-TZVPD) on a single C5H9F molecule.

Computed properties:
Multiplicity: 1
HOMO-LUMO gap: 11.54 eV
E_HOMO: -10.37 eV

```
15
Properties=species:S:1:pos:R:3:forces:R:3
C -0.309 0.782 1.668 0.2 -1.4 -0.5
C 0.394 0.343 0.403 -1.4 -0.1 -0.9
C -0.196 0.732 -1.011 -0.2 -0.8 1.2
C 0.244 -0.656 -1.523 -0.3 -0.8 1.0
C 0.247 -1.125 -0.016 0.8 0.1 -1.4
F -0.987 -1.657 0.264 -0.6 -0.2 0.4
H -1.344 0.419 1.596 0.2 0.0 0.4
H -0.341 1.833 1.778 0.1 1.2 0.2
H 0.222 0.319 2.506 -0.4 0.2 0.2
H 1.437 0.460 0.388 1.6 0.7 0.3
H -1.266 0.718 -0.785 -0.1 0.2 -0.7
H 0.088 1.614 -1.558 0.2 0.4 0.0
H -0.483 -1.245 -2.113 0.6 0.4 0.0
H 1.274 -0.696 -1.906 -0.5 0.1 -0.2
H 1.021 -1.841 0.308 -0.4 0.2 0.0
```
Forces are in eV/Å.


Entry 2:
ORCA calculation (wB97M-V/def2-TZVPD) on a molecular structure, C5H9F.

Computed properties:
Multiplicity: 1
HOMO-LUMO gap: 10.58 eV
E_HOMO: -9.43 eV

```
15
Properties=species:S:1:pos:R:3:forces:R:3
C 1.042 -1.153 -0.037 3.8 3.8 -2.7
C 0.759 0.350 -0.356 -5.7 -2.3 3.4
C -0.610 0.406 -1.004 0.6 -6.5 -1.9
C -1.402 0.146 0.318 -1.5 3.3 1.4
C -0.111 0.792 0.941 2.6 -7.6 1.3
H 1.485 -1.566 -0.944 -0.6 -0.8 -0.2
H 0.279 -1.712 0.417 -1.0 -0.5 0.6
H 1.367 1.024 -0.827 2.6 0.9 -0.6
H -0.398 -0.576 -1.751 -2.1 2.5 0.9
H -0.787 1.263 -1.536 -0.8 2.0 -1.2
H -1.801 -0.811 0.648 1.2 -0.6 -0.4
H -2.408 0.739 0.672 2.4 -0.6 -1.6
H -0.024 1.743 0.844 -0.5 6.4 0.4
H 0.441 0.340 1.854 -1.5 1.2 -0.9
F 2.168 -0.987 0.762 0.5 -1.1 1.4
```
Forces are in eV/Å.


Entry 3:
ORCA calculation (wB97M-V/def2-TZVPD) on 2 unconnected molecules or ions with the total composition C5H9F.

Computed properties:
Multiplicity: 1
HOMO-LUMO gap: 10.75 eV
E_HOMO: -9.62 eV

```
15
Properties=species:S:1:pos:R:3:forces:R:3
C -1.093 0.063 1.086 0.0 -0.1 0.1
C -1.744 0.583 0.063 -0.1 0.1 -0.2
C -1.181 1.599 -0.873 0.0 0.0 0.0
H -0.079 0.351 1.314 0.2 0.1 0.0
H -1.536 -0.670 1.737 -0.2 -0.2 0.1
H -2.763 0.280 -0.145 -0.1 -0.1 0.1
H -0.135 1.798 -0.651 0.1 0.0 0.0
H -1.265 1.252 -1.903 0.0 0.0 -0.1
H -1.736 2.535 -0.800 0.0 0.1 0.0
C 2.492 -1.501 0.248 0.0 -0.1 0.1
C 1.321 -2.088 0.136 0.0 0.1 -0.2
F 0.825 -2.877 1.100 0.0 -0.1 0.2
H 3.102 -1.629 1.125 0.1 -0.1 0.2
H 2.866 -0.876 -0.539 0.0 0.1 -0.2
H 0.644 -2.012 -0.704 0.0 0.0 0.0
```
Forces are in eV/Å.


Entry 4:
ORCA calculation (wB97M-V/def2-TZVPD) on a single C5H9F molecule.

Computed properties:
Multiplicity: 1
HOMO-LUMO gap: 9.72 eV
E_HOMO: -8.75 eV

```
15
Properties=species:S:1:pos:R:3:forces:R:3
C -2.029 0.929 0.172 5.2 -3.3 4.9
C -1.333 -0.355 0.144 -2.6 6.1 1.0
F -1.696 -0.975 -0.917 -0.4 -3.1 -2.9
C -0.051 -0.953 0.751 -0.2 -3.0 0.1
C 1.030 -0.635 -0.277 -0.2 0.1 1.1
C 1.272 0.848 -0.513 -0.3 -0.3 3.5
H -1.675 1.475 1.101 -0.6 -0.4 -1.1
H -2.684 1.527 -0.401 -0.7 -0.6 -1.2
H 0.038 -2.249 0.539 -1.3 3.6 1.4
H 0.267 -0.698 1.851 -1.0 -0.3 -2.2
H 0.759 -1.154 -1.208 0.5 0.0 0.3
H 1.941 -1.043 0.239 -0.5 0.1 -1.2
H 1.680 1.146 0.565 -0.8 0.3 -2.5
H 2.054 0.667 -1.163 2.0 1.4 -1.7
H 0.426 1.472 -0.885 0.8 -0.7 0.4
```
Forces are in eV/Å.


Entry 5:
ORCA calculation (wB97M-V/def2-TZVPD) on a gas-phase ion, C5H9F2N4O (charge +1).

Computed properties:
Total charge: +1
Multiplicity: 1
HOMO-LUMO gap: 10.55 eV
E_HOMO: -13.90 eV

```
21
Properties=species:S:1:pos:R:3:forces:R:3
H 1.314 0.581 2.406 0.1 0.2 0.5
N 0.676 0.526 1.632 -0.1 -0.2 0.0
C -0.285 1.338 1.721 0.9 -0.9 -0.1
N -1.220 1.467 0.650 1.1 -0.2 0.6
C -0.954 0.936 -0.588 0.9 -1.2 1.8
N -1.810 1.280 -1.536 1.0 -0.4 1.1
N -0.042 -0.026 -0.727 -1.0 -0.7 -1.3
C 1.217 -0.229 -0.616 -0.5 4.2 -0.8
O 1.886 -1.302 -0.569 -1.8 -1.3 1.2
C 1.014 -2.406 -0.092 4.0 -1.1 -0.2
C 2.125 1.019 -0.737 -0.3 0.3 1.3
F 2.991 1.057 0.303 -0.5 0.2 0.4
F 1.265 2.134 -0.667 1.9 -1.2 -0.6
H -0.282 1.944 2.610 -1.3 0.8 -0.1
H -2.185 1.645 0.861 -0.1 0.4 0.2
H -1.509 0.910 -2.420 -0.9 0.5 -0.8
H -2.401 2.054 -1.244 -0.1 -0.2 -1.4
H 1.636 -3.239 -0.390 -0.2 -0.5 0.5
H 0.129 -2.455 -0.555 -3.1 0.2 -2.4
H 0.763 -2.370 0.930 0.6 0.5 1.4
H 2.822 0.955 -1.556 -0.6 0.6 -1.2
```
Forces are in eV/Å.


Entry 6:
ORCA calculation (wB97M-V/def2-TZVPD) on 2 unconnected molecules or ions with the total composition C5H9F2P.

Computed properties:
Multiplicity: 3
HOMO-LUMO gap (spin up / spin down): 7.13 / 7.05 eV
E_HOMO (spin up / spin down): -6.26 / -9.33 eV

```
17
Properties=species:S:1:pos:R:3:forces:R:3
C -1.175 1.218 0.107 -2.2 1.6 0.7
C 0.209 1.773 0.077 0.8 -1.4 -2.5
C -1.239 0.481 1.478 0.7 2.5 -1.0
C 1.131 1.321 -0.845 -3.1 1.5 2.2
C 0.811 -2.967 -1.158 -0.8 -2.5 0.2
F 0.549 -3.328 -2.360 -0.4 -0.4 -2.5
F -0.045 -3.501 -0.325 -1.2 -0.3 0.9
P 1.862 -1.697 -0.698 2.5 3.0 -0.5
H -1.491 0.578 -0.769 0.6 0.7 0.9
H 0.457 2.419 0.934 0.2 -0.2 -0.7
H -1.249 1.339 2.208 -0.4 -1.4 -0.2
H -0.264 0.045 1.504 0.3 -1.2 0.8
H -2.071 -0.164 1.451 -0.8 -0.9 0.8
H 2.047 1.793 -0.738 2.1 0.2 -0.3
H 0.887 0.659 -1.665 0.0 0.3 0.1
H 1.550 -2.068 0.554 0.1 -0.1 1.9
H -1.968 2.098 0.248 1.5 -1.7 -0.9
```
Forces are in eV/Å.


Entry 7:
ORCA calculation (wB97M-V/def2-TZVPD) on a gas-phase ion, C5H9FN (charge +1).

Computed properties:
Total charge: +1
Multiplicity: 1
HOMO-LUMO gap: 11.09 eV
E_HOMO: -14.43 eV

```
16
Properties=species:S:1:pos:R:3:forces:R:3
C -1.472 0.794 0.625 1.8 0.1 1.3
N -0.647 0.381 -0.509 1.4 0.1 -1.5
C 0.668 1.089 -0.601 2.3 -1.2 0.6
C 1.633 0.201 -0.071 -2.6 3.5 -1.7
F 2.904 0.513 0.032 -0.5 -0.4 0.2
C 0.975 -1.041 0.429 2.0 -1.3 -0.8
C -0.275 -1.022 -0.471 0.1 -4.1 1.0
H -0.828 0.476 1.525 -1.3 1.0 -1.0
H -1.507 1.903 0.468 -0.9 -1.1 0.9
H -2.340 0.142 0.573 -0.6 0.8 0.3
H -1.194 0.441 -1.342 -0.4 0.8 -1.0
H 0.707 2.138 -1.015 0.1 -1.5 0.7
H 1.632 -1.959 0.292 -0.9 1.1 0.0
H 0.865 -0.933 1.508 -0.5 -0.2 0.0
H -0.021 -1.531 -1.525 -0.8 1.6 2.3
H -1.100 -1.591 0.083 0.9 0.6 -1.3
```
Forces are in eV/Å.


Entry 8:
ORCA calculation (wB97M-V/def2-TZVPD) on a gas-phase ion, C5H9FN (charge +1).

Computed properties:
Total charge: +1
Multiplicity: 1
HOMO-LUMO gap: 9.61 eV
E_HOMO: -13.47 eV

```
16
Properties=species:S:1:pos:R:3:forces:R:3
C -3.372 -0.512 -0.323 4.9 -0.9 -1.8
C -1.812 -0.182 0.221 -0.8 1.3 -0.6
C -0.562 -0.549 -0.041 -0.1 0.0 0.6
C 0.752 -0.747 -0.055 -2.9 -0.5 0.7
F 1.337 -1.743 0.780 -0.2 1.3 -0.8
C 1.763 -0.211 -0.974 -1.4 1.3 -2.0
N 2.869 0.244 -0.149 0.4 -0.7 3.2
H -3.373 0.107 -1.281 -0.6 -0.8 1.4
H -3.386 -1.611 -0.592 -0.3 1.4 0.4
H -4.028 -0.236 0.454 -0.8 0.4 0.6
H -1.769 0.811 0.777 -0.3 -1.5 -0.2
H 1.465 0.606 -1.736 0.1 -1.6 1.5
H 2.130 -1.086 -1.445 0.6 -0.6 -1.3
H 2.559 0.996 0.587 0.9 -1.7 -1.6
H 3.691 0.524 -0.683 0.1 0.1 0.2
H 3.035 -0.728 0.336 0.5 2.5 -0.1
```
Forces are in eV/Å.


Entry 9:
ORCA calculation (wB97M-V/def2-TZVPD) on a molecular structure, C5H9FO2S.

Computed properties:
Multiplicity: 1
HOMO-LUMO gap: 9.34 eV
E_HOMO: -8.58 eV

```
18
Properties=species:S:1:pos:R:3:forces:R:3
C -0.331 -0.122 1.604 1.3 -1.1 -0.3
C -1.139 -1.312 -0.164 -0.3 -0.3 -2.1
C -1.176 -0.069 -2.506 -2.0 -1.7 1.0
C 2.091 1.091 1.416 -3.0 -1.2 3.3
C -1.092 -0.232 -0.977 -1.9 -0.5 -2.2
O -1.125 -1.176 1.191 -0.8 -1.4 -1.6
O 1.703 -0.948 -0.026 1.5 -2.9 -0.7
F -1.259 1.020 -0.500 -1.1 0.7 0.7
S 0.952 0.237 0.263 0.7 2.6 2.6
H -0.028 -0.513 2.540 1.6 0.1 1.0
H -0.878 0.732 1.797 -1.1 2.1 0.0
H -1.059 -2.357 -0.636 -0.2 1.8 1.1
H -1.834 0.744 -2.871 -0.1 -0.6 0.8
H -1.373 -0.992 -3.051 -0.8 -0.2 0.4
H -0.294 0.121 -2.961 3.5 1.2 -0.8
H 2.743 1.562 0.811 2.8 1.1 -1.9
H 1.581 1.950 1.969 0.4 -1.3 -0.4
H 2.516 0.263 2.103 -0.5 1.6 -1.1
```
Forces are in eV/Å.


Entry 10:
ORCA calculation (wB97M-V/def2-TZVPD) on a single C5H9I2N molecule.

Computed properties:
Multiplicity: 1
HOMO-LUMO gap (spin up / spin down): 7.79 / 6.91 eV
E_HOMO (spin up / spin down): -8.23 / -8.22 eV

```
17
Properties=species:S:1:pos:R:3:forces:R:3
C -1.044 -1.293 0.791 -0.5 -1.4 0.7
C 0.244 0.912 0.813 -0.8 1.7 2.2
C -0.970 -0.644 -0.572 0.9 -2.1 0.6
C 1.369 1.849 1.129 0.4 -3.4 -5.7
C -0.179 -1.536 -1.560 1.2 -1.9 -0.4
N -0.022 0.446 -0.329 0.1 0.9 0.0
I -2.582 -0.762 2.037 -0.3 0.0 0.1
I 0.426 2.005 -2.326 0.0 0.3 -0.4
H -0.293 -1.935 1.366 -0.9 1.1 -1.6
H -0.335 0.855 1.760 -0.3 -1.1 -0.9
H -1.994 -0.445 -1.020 1.4 0.5 0.8
H 1.962 1.452 1.851 1.6 -1.2 2.4
H 1.144 2.806 1.301 -1.3 3.6 0.8
H 1.905 1.762 0.150 0.4 0.8 0.9
H 0.349 -0.902 -2.309 -1.1 -0.6 0.0
H -0.698 -2.480 -1.927 -0.1 1.8 -0.1
H 0.718 -2.088 -1.155 -0.7 1.0 0.7
```
Forces are in eV/Å.


Entry 11:
ORCA calculation (wB97M-V/def2-TZVPD) on a molecular structure, C5H9IN.

Computed properties:
Total charge: +1
Multiplicity: 1
HOMO-LUMO gap (spin up / spin down): 7.61 / 7.44 eV
E_HOMO (spin up / spin down): -12.09 / -12.55 eV

```
16
Properties=species:S:1:pos:R:3:forces:R:3
C -1.415 -0.318 -1.236 0.0 0.9 -1.2
C 1.882 0.201 -0.425 2.7 0.0 0.8
C 1.001 0.798 -1.525 0.3 -0.3 0.2
C 0.655 -0.501 -0.084 1.7 -2.8 3.8
C -1.696 -0.238 2.673 -1.5 0.1 -2.1
N -0.098 0.017 -0.925 -2.2 -0.6 -2.3
I -2.883 0.109 1.008 0.4 0.0 0.3
H -1.628 -1.373 -1.404 0.2 0.2 0.4
H -1.756 0.341 -2.031 -0.4 -0.1 0.3
H 2.864 -0.399 -0.670 -2.1 1.3 0.5
H 2.036 0.996 0.383 0.5 -1.1 -1.0
H 0.892 1.769 -1.219 -0.6 2.8 -0.3
H 1.189 0.638 -2.557 0.1 -0.2 -0.8
H 0.390 -1.217 0.690 -0.1 0.0 -0.2
H -1.519 0.721 3.134 0.4 -0.6 0.6
H -1.935 -1.266 2.920 0.7 0.4 0.9
```
Forces are in eV/Å.


Entry 12:
ORCA calculation (wB97M-V/def2-TZVPD) on a gas-phase ion, C5H9IN (charge +1).

Computed properties:
Total charge: +1
Multiplicity: 1
HOMO-LUMO gap: 9.23 eV
E_HOMO: -14.27 eV

```
16
Properties=species:S:1:pos:R:3:forces:R:3
C 1.054 1.345 -0.412 -0.1 1.2 -2.2
C 0.103 0.684 0.587 0.8 1.1 1.2
C -0.761 -0.441 0.158 -0.7 1.1 0.9
C -0.324 -1.601 -0.578 -0.1 -1.8 -0.3
N -1.950 -0.323 0.593 -2.6 -0.4 0.0
C -3.154 -0.235 1.038 2.6 0.2 -0.2
I -4.868 0.141 -0.123 0.9 0.0 0.6
H 2.020 0.874 -0.589 0.0 0.0 0.4
H 1.171 2.451 -0.240 0.3 -1.2 0.7
H 0.628 1.482 -1.467 0.0 -0.9 1.3
H -0.652 1.469 0.753 0.5 -0.1 0.9
H 0.628 0.312 1.613 -1.2 1.1 -2.3
H 0.387 -1.303 -1.372 -0.3 -0.3 0.5
H -1.241 -2.073 -1.003 1.0 0.0 0.2
H 0.168 -2.297 0.167 -0.3 0.5 -1.0
H -3.157 -0.292 2.150 -0.9 -0.4 -0.8
```
Forces are in eV/Å.


Entry 13:
ORCA calculation (wB97M-V/def2-TZVPD) on a molecular structure, C5H9IN3.

Computed properties:
Total charge: +1
Multiplicity: 1
HOMO-LUMO gap: 9.03 eV
E_HOMO: -12.90 eV

```
18
Properties=species:S:1:pos:R:3:forces:R:3
C 0.826 1.757 -0.958 0.0 2.7 2.6
C -0.517 2.484 0.785 1.6 -0.9 -2.3
C -0.239 1.457 -0.145 -3.4 -4.0 0.2
C 0.484 -1.841 -0.124 -2.3 -2.3 -0.8
C -1.269 -0.183 -0.526 0.7 5.7 2.0
N 1.285 2.978 -0.500 1.2 -2.5 -3.1
N 0.505 3.348 0.437 -2.5 -1.8 1.1
N -0.906 -1.389 0.251 0.2 0.0 -0.3
I -3.349 0.356 -0.030 1.1 -0.5 -0.5
H 1.253 1.158 -1.697 0.9 -0.3 -1.1
H -1.342 2.617 1.463 0.3 0.3 0.1
H 0.440 -2.230 -1.151 0.3 0.6 0.2
H 1.111 -1.029 0.051 1.3 1.1 0.2
H 0.597 -2.715 0.495 0.9 -0.1 0.4
H -1.099 -0.300 -1.598 -0.2 -0.4 0.3
H 0.736 4.202 0.806 0.2 2.4 1.5
H -1.667 -1.990 -0.137 0.9 -0.5 1.3
H -0.852 -1.359 1.321 -1.1 0.6 -1.9
```
Forces are in eV/Å.


Entry 14:
ORCA calculation (wB97M-V/def2-TZVPD) on a molecular structure, C5H9LiO3.

Computed properties:
Multiplicity: 1
HOMO-LUMO gap (spin up / spin down): 6.61 / 6.61 eV
E_HOMO (spin up / spin down): -6.52 / -6.52 eV

```
18
Properties=species:S:1:pos:R:3:forces:R:3
O -1.577 1.713 0.337 1.6 -1.1 0.1
C -1.328 0.862 -0.643 -0.5 3.3 3.8
C -1.502 -0.560 -0.084 -0.6 -1.1 -3.0
H -0.097 0.270 -1.618 1.8 -0.3 1.1
H -2.561 -0.771 0.132 0.2 0.4 0.2
H -1.241 -1.258 -0.897 -0.1 0.0 0.3
O 2.127 1.594 -0.147 -1.1 -1.0 -0.1
C 1.754 0.567 -0.836 0.0 4.2 2.0
C 1.507 -0.610 0.104 0.1 -2.0 -2.5
O 0.621 -0.260 1.147 0.0 0.5 0.4
C -0.659 -0.892 1.143 -0.1 0.0 0.0
Li 0.364 1.722 1.221 0.0 -0.2 -0.6
H 1.493 1.006 -1.830 0.9 -2.5 -0.3
H 2.456 -1.002 0.508 -0.3 0.6 0.2
H 1.101 -1.431 -0.514 -0.1 0.1 0.5
H -1.177 -0.553 2.049 0.3 0.1 -0.2
H -0.521 -1.983 1.221 -0.1 0.3 -0.1
H -0.762 1.585 -1.293 -2.1 -1.5 -1.9
```
Forces are in eV/Å.


Entry 15:
ORCA calculation (wB97M-V/def2-TZVPD) on a gas-phase ion, C5H9N (charge -1).

Computed properties:
Total charge: -1
Multiplicity: 2
HOMO-LUMO gap (spin up / spin down): 3.60 / 6.29 eV
E_HOMO (spin up / spin down): 0.95 / -1.86 eV

```
15
Properties=species:S:1:pos:R:3:forces:R:3
N -0.707 2.863 1.125 -2.0 1.8 0.7
C 0.127 1.975 0.483 4.4 1.4 -0.4
C -0.345 0.826 0.048 -2.5 -0.6 -1.1
C 0.308 -0.256 -0.633 -1.3 2.8 2.0
C -0.340 -1.453 -0.673 -1.7 -1.8 -1.1
C 0.503 -2.652 -0.740 0.7 -0.2 -1.7
H -0.437 3.737 1.553 0.8 -0.3 -0.5
H -1.082 2.294 1.828 -1.4 -0.3 1.8
H 1.205 2.099 0.680 -0.2 0.0 -0.4
H -1.504 0.928 0.267 1.7 -1.3 -0.9
H 1.361 -0.047 -0.779 0.3 -0.6 -0.2
H -1.458 -1.507 -0.815 1.2 0.0 0.4
H 0.974 -2.832 0.209 0.4 -0.6 0.8
H 0.024 -3.569 -1.121 0.1 0.2 0.2
H 1.370 -2.406 -1.432 -0.5 -0.6 0.4
```
Forces are in eV/Å.


Asked for F_max across the records above, the calculation gives 1.76, 8.11, 0.26, 7.92, 4.32, 4.07, 4.70, 5.31, 4.64, 6.65, 5.03, 2.83, 6.12, 5.06, 4.61 eV Å⁻¹ in order.
Asked for energy relative to the best compared isomer or geometry (same formula, charge and spin) across the records above, the calculation gives 51.9, 341.5, 123.6, 306.4, 210.0, 0.0, 75.9, 207.3, 51.0, 104.7, 498.4, 129.0, 332.2, 626.7, 134.0 kJ/mol in order.